Record 1
Entry from the OMol25 dataset: C34H93B2Mn2O17 as an isolated structure (ωB97M-V/def2-TZVPD).

Structure (XYZ):
```
148
Properties=species:S:1:pos:R:3:mulliken_spin:R:1
Mn 0.8633 3.4711 0.1464 4.60
Mn 1.8738 2.2807 -2.8243 4.75
C 1.6054 -0.4707 0.3302 0.01
C 0.5773 0.2655 -0.5560 0.06
O 0.8077 1.6091 -0.8717 -0.05
H 2.6238 -0.4264 -0.0558 0.00
H 1.3092 -1.5091 0.4789 0.00
H 1.5619 0.0019 1.3114 0.01
H -0.4052 0.1258 -0.1051 0.02
H 0.5536 -0.4407 -1.3859 0.00
B 1.8367 4.2839 -1.6268 0.09
H 0.8323 3.9993 -1.8998 0.00
H 1.7649 4.9593 -0.7884 0.03
H 2.3675 3.3987 -1.3126 0.00
H 2.3923 4.6786 -2.4634 0.01
B 4.1304 1.4890 -2.5510 0.06
H 4.9572 1.3699 -1.8680 0.00
H 3.2412 0.9707 -2.2271 0.01
H 3.9011 2.5434 -2.5580 0.00
H 4.4596 1.1652 -3.5262 0.01
C 2.3972 -5.6688 -5.3334 0.00
O 3.6644 -5.1728 -4.9277 0.00
C 3.6359 -4.1669 -3.9117 0.00
C 2.9227 -4.5241 -2.5934 0.00
O 1.5403 -4.1893 -2.7461 0.00
C 0.8680 -4.2318 -1.5134 0.00
H 1.8159 -6.1490 -4.5462 0.00
H 2.6276 -6.4116 -6.0972 0.00
H 1.8489 -4.8268 -5.7557 0.00
H 3.1861 -3.3378 -4.4579 0.00
H 4.6795 -3.8893 -3.7638 0.00
H 3.4045 -3.9226 -1.8225 0.00
H 3.0230 -5.5751 -2.3223 0.00
H -0.2090 -4.0993 -1.6165 0.00
H 1.2284 -3.5169 -0.7738 0.00
H 1.0513 -5.1757 -0.9999 0.00
C -3.6568 0.0640 -1.0631 0.00
O -3.7764 1.4014 -1.4094 0.00
C -4.8515 1.6100 -2.3188 0.00
C -5.2006 3.0975 -2.6918 0.00
O -5.6512 3.6646 -1.4328 0.00
C -6.4737 4.8344 -1.6435 0.00
H -2.8651 -0.1430 -0.3430 0.00
H -3.3484 -0.5376 -1.9182 0.00
H -4.5990 -0.3608 -0.7170 0.00
H -5.7872 1.1113 -2.0661 0.00
H -4.5397 1.1737 -3.2678 0.00
H -6.0026 3.1417 -3.4286 0.00
H -4.3536 3.6350 -3.1183 0.00
H -5.7930 5.6205 -1.9700 0.00
H -7.0121 5.1412 -0.7468 0.00
H -7.2414 4.5976 -2.3802 0.00
C -3.2990 -0.5305 2.2709 0.00
O -3.7891 0.7962 2.1291 0.00
C -5.1587 0.9989 2.2953 0.00
C -5.5302 2.4141 2.0740 0.00
O -4.6989 3.2979 2.7786 0.00
C -4.9588 4.6037 2.5100 0.00
H -3.3997 -0.9143 3.2861 0.00
H -2.2192 -0.5420 2.1224 0.00
H -3.7411 -1.2346 1.5661 0.00
H -5.4371 0.7159 3.3104 0.00
H -5.6612 0.2871 1.6404 0.00
H -6.5217 2.4221 2.5269 0.00
H -5.7303 2.6767 1.0352 0.00
H -5.1587 4.8833 1.4756 0.00
H -4.0644 5.1917 2.7159 0.00
H -5.7844 4.9490 3.1323 0.00
C 1.9478 -0.8206 -3.8388 0.02
O 1.4417 0.4787 -3.7520 0.06
C 0.2818 0.6097 -4.5790 -0.01
C -0.8137 1.4481 -3.9832 0.03
O -0.0491 2.6425 -3.5758 0.08
C -0.5947 3.7921 -4.2537 0.02
H 2.8677 -0.8649 -3.2558 0.01
H 2.2316 -1.1383 -4.8421 0.00
H 1.2647 -1.5566 -3.4147 0.00
H -0.1337 -0.3448 -4.9020 0.00
H 0.6774 1.0045 -5.5148 -0.01
H -1.1892 0.9149 -3.1098 0.00
H -1.6191 1.5396 -4.7119 0.00
H -1.6459 3.9614 -4.0206 0.00
H -0.4571 3.6792 -5.3291 0.00
H -0.0090 4.6652 -3.9661 0.00
C 0.1786 6.2647 1.9766 0.01
O 1.1217 5.3061 1.5510 0.03
C 2.1222 5.0740 2.5272 0.01
C 3.3187 4.3742 1.8894 0.01
O 2.8909 3.2955 1.0472 0.03
C 3.9544 2.3449 0.9954 0.01
H 0.6048 7.2417 2.2046 0.00
H -0.4613 5.9975 2.8176 0.00
H -0.4937 6.4965 1.1506 0.00
H 1.7430 4.5846 3.4243 0.00
H 2.5217 5.9827 2.9774 0.00
H 4.0454 4.2751 2.6957 0.00
H 3.7826 5.1493 1.2794 0.00
H 4.0892 1.8346 1.9491 0.00
H 4.8803 2.8330 0.6913 0.00
H 3.7477 1.6448 0.1859 0.00
C 3.3506 -2.3679 2.5109 0.00
O 2.8350 -3.3187 3.3787 0.00
C 3.1926 -4.6108 2.9563 0.00
C 2.5657 -5.7693 3.8035 0.00
O 3.4628 -6.0718 4.8720 0.00
C 3.4561 -5.2256 6.0255 0.00
H 2.9698 -2.4023 1.4901 0.00
H 4.4374 -2.4056 2.5849 0.00
H 3.0361 -1.3896 2.8744 0.00
H 4.2644 -4.7859 3.0495 0.00
H 3.0074 -4.8455 1.9081 0.00
H 2.3451 -6.5933 3.1249 0.00
H 1.5662 -5.5742 4.1922 0.00
H 4.2359 -5.4810 6.7431 0.00
H 2.4385 -5.2131 6.4159 0.00
H 3.6735 -4.1805 5.8052 0.00
C 1.3433 -8.9376 1.9931 0.00
O 0.4242 -7.8962 2.1470 0.00
C 0.2222 -7.1356 0.9587 0.00
C -0.6451 -5.9318 1.2650 0.00
O -0.0387 -5.0568 2.1717 0.00
C -0.6876 -3.8192 2.3755 0.00
H 1.4192 -9.4152 2.9699 0.00
H 2.3069 -8.5729 1.6373 0.00
H 1.0525 -9.7450 1.3210 0.00
H -0.1869 -7.7587 0.1635 0.00
H 1.1444 -6.7740 0.5039 0.00
H -1.5857 -6.2846 1.6879 0.00
H -0.8670 -5.4000 0.3398 0.00
H -0.0458 -3.2121 3.0139 0.00
H -1.6489 -3.9398 2.8750 0.00
H -0.7358 -3.3547 1.3906 0.00
C 0.6849 2.2890 3.1977 0.01
O 0.1890 2.8768 1.9717 0.01
C -1.2312 2.9964 2.1166 0.02
C -1.9069 3.1282 0.6895 -0.01
O -1.0757 4.0115 -0.1002 0.05
C -1.8954 4.9230 -0.8959 0.02
H 1.7653 2.2906 3.0534 0.00
H 0.3330 1.2696 3.3564 0.00
H 0.3779 2.8097 4.1048 0.00
H -1.4453 3.9434 2.6120 -0.01
H -1.7650 2.1924 2.6233 0.00
H -2.9359 3.4621 0.8228 0.01
H -1.9488 2.1883 0.1391 0.01
H -1.2450 5.6976 -1.3020 -0.01
H -2.7411 5.3886 -0.3898 0.00
H -2.3491 4.3175 -1.6806 0.00
```

Properties
Total charge = +1
Spin multiplicity = 11
Gap between HOMO and LUMO (alpha / beta) = 8.82 / 8.80 eV
<S²> = 30.01
Lowest unoccupied orbital energy (alpha / beta) = -1.77 / -1.79 eV

***

Record 2
Entry from the OMol25 dataset: C34H93N7O13V as an isolated structure (ωB97M-V/def2-TZVPD).

Structure (XYZ):
```
148
Properties=species:S:1:pos:R:3:mulliken_charge:R:1
O 0.8762 2.9772 -0.0545 -0.66
V 1.2585 1.4490 -0.2429 1.05
O 1.7568 1.2799 -1.7763 -0.70
O -0.7624 0.7194 -0.7306 -0.25
C -0.6506 -0.6253 -0.3257 -1.05
C 0.1153 -0.9258 0.9722 2.90
O 1.2275 -0.1170 1.3167 -0.60
H -0.2195 -1.1675 -1.1892 -0.10
H -1.6744 -1.0348 -0.2733 0.35
H 0.3730 -1.9985 0.9456 -0.33
H -0.6051 -0.8769 1.8104 -1.31
C 5.0032 3.1603 1.9135 -1.35
C 3.6600 3.2479 1.1722 0.51
C 3.6364 4.3942 0.1842 -0.98
O 3.6942 5.6168 0.8908 -0.32
C 3.8637 6.7258 0.0368 -0.76
N 3.4107 1.9954 0.4279 0.57
H 4.8931 2.5876 2.8302 0.18
H 5.4011 4.1664 2.0604 0.42
H 5.7450 2.6598 1.2831 0.28
H 2.8459 3.3946 1.8825 0.25
H 2.7375 4.3798 -0.4401 0.46
H 4.4996 4.3026 -0.4991 0.38
H 4.0452 7.5858 0.6738 0.25
H 2.9837 6.8936 -0.5944 0.27
H 4.7008 6.5278 -0.6436 0.32
H 4.1548 1.7800 -0.2357 0.31
H 3.6252 1.2694 1.1158 0.07
C 2.5659 -5.5459 4.7389 -1.69
C 2.1281 -4.2251 4.1461 1.22
C 0.7933 -4.3382 3.3919 0.26
O 0.8398 -5.4066 2.4652 -0.42
C -0.2225 -5.3082 1.5391 -0.55
N 2.0070 -3.2591 5.2533 -0.68
H 2.7768 -6.2606 3.9364 0.31
H 1.7851 -6.0223 5.3421 0.35
H 3.4473 -5.4896 5.3754 0.45
H 2.8461 -3.8425 3.4165 -0.48
H 0.6672 -3.3900 2.8528 -0.40
H -0.0285 -4.4389 4.1145 0.39
H -0.1390 -6.0881 0.7845 0.36
H -0.1622 -4.3601 0.9912 0.10
H -1.1925 -5.3469 2.0431 0.30
H 1.2511 -3.6422 5.8183 0.37
H 1.7004 -2.3274 4.9543 0.24
C 6.4155 -1.6063 -1.3232 -1.52
C 5.0010 -1.1546 -1.6239 0.03
C 3.9279 -1.7292 -0.6977 0.90
O 3.9806 -3.1282 -0.7882 -0.50
C 3.0850 -3.7319 0.1189 -0.14
N 4.9571 0.3074 -1.5537 -0.40
H 7.1103 -1.3212 -2.1119 0.41
H 6.4415 -2.6907 -1.2054 0.35
H 6.6900 -1.1638 -0.3604 0.25
H 4.7623 -1.5251 -2.6344 0.30
H 2.9836 -1.2350 -0.9533 -0.11
H 4.1193 -1.3754 0.3283 -0.35
H 2.0509 -3.4784 -0.1405 0.13
H 3.2630 -3.4235 1.1550 -0.15
H 3.2030 -4.8131 0.0585 0.40
H 5.6114 0.6632 -2.2446 0.19
H 4.0611 0.7163 -1.8162 0.08
C -2.9699 -4.4164 -5.8079 -1.55
C -3.3591 -2.9408 -5.7573 0.24
C -3.2415 -2.4275 -4.3333 -0.58
O -3.6574 -1.0813 -4.2724 -0.33
C -3.6455 -0.6304 -2.9262 -0.72
N -2.5357 -2.1288 -6.6774 -0.53
H -1.9443 -4.5806 -5.4743 0.35
H -3.0498 -4.7879 -6.8326 0.41
H -3.6653 -5.0065 -5.2029 0.41
H -4.4145 -2.8082 -6.0052 0.28
H -2.2331 -2.5152 -3.8979 0.24
H -3.8960 -3.0329 -3.6858 0.43
H -3.9360 -1.3832 -2.1872 0.46
H -4.2904 0.2358 -2.8293 0.04
H -2.6072 -0.3177 -2.7607 0.23
H -2.7672 -2.4425 -7.6202 0.28
H -1.5775 -2.4650 -6.5798 0.21
C -5.7866 0.0810 2.0682 -1.73
C -4.2872 0.1143 1.9005 0.31
C -3.5587 -1.0352 2.5871 0.01
O -3.7555 -2.2245 1.8385 -0.44
C -2.7633 -3.1943 2.1247 -0.57
N -3.9830 0.1900 0.4432 -0.30
H -6.2719 0.8636 1.4856 0.32
H -6.1088 0.2382 3.1053 0.43
H -6.2555 -0.8680 1.7919 0.28
H -3.9056 1.0461 2.3332 0.59
H -3.9548 -1.1239 3.6096 0.50
H -2.4873 -0.8272 2.6700 -0.44
H -2.9829 -3.6407 3.1036 0.34
H -1.7553 -2.7732 2.1623 0.11
H -2.8160 -3.9822 1.3762 0.37
H -3.9959 -0.8047 0.1941 0.27
H -2.9709 0.3522 0.3683 -0.29
C -2.6615 4.7408 -0.5828 -1.67
C -3.6174 3.5805 -0.4426 1.20
C -5.0965 3.9055 -0.5977 -0.62
O -5.4436 5.0595 0.1548 -0.31
C -6.8082 5.1631 0.4423 -0.69
N -3.3044 2.4887 -1.3797 0.70
H -3.0313 5.5618 0.0436 0.48
H -2.6742 5.1606 -1.5923 0.31
H -1.6356 4.5561 -0.2697 0.19
H -3.4909 3.2243 0.5961 -0.11
H -5.6794 3.0605 -0.2167 0.28
H -5.2817 4.0980 -1.6625 0.24
H -7.4137 5.5476 -0.3878 0.26
H -6.9331 5.8545 1.2778 0.26
H -7.1956 4.1860 0.7600 0.26
H -3.8576 1.6847 -1.0892 0.08
H -2.3615 2.1951 -1.1214 -0.83
C -2.1605 4.0876 -4.5028 -1.17
C -2.1061 2.6618 -5.0386 0.26
C -1.1104 1.7637 -4.3314 0.15
O -1.1745 0.4749 -4.8933 -0.27
C -0.1189 -0.3560 -4.5028 -0.12
N -3.4396 2.0462 -4.9119 -0.58
H -2.4901 4.0992 -3.4631 -0.12
H -2.9420 4.6430 -5.0293 0.40
H -1.2287 4.6609 -4.5632 0.41
H -1.8658 2.7085 -6.1050 0.34
H -1.2551 1.7480 -3.2414 -0.38
H -0.1215 2.2421 -4.4353 0.55
H 0.8597 0.1114 -4.6708 0.41
H -0.1778 -1.2924 -5.0569 0.08
H -0.1579 -0.6159 -3.4350 -0.27
H -4.1970 2.6380 -5.2490 0.30
H -3.6766 2.0369 -3.9170 0.01
C 5.7860 -0.8741 3.6223 -1.68
C 4.3321 -1.0737 3.3169 0.94
O 3.9057 0.0092 2.4955 -0.31
H 5.9502 -0.0047 4.2677 0.34
H 6.3600 -0.7146 2.7098 0.28
H 6.2106 -1.7002 4.1978 0.41
H 3.6986 -1.1634 4.2052 -0.06
H 4.1925 -2.0297 2.7917 -0.29
H 2.9894 -0.1723 2.2065 -0.21
C 1.7982 0.6189 5.9877 -1.36
C 1.0890 0.6061 4.6347 0.38
O 1.0395 -0.7186 4.1080 -0.33
H 1.1395 0.1678 6.7272 0.34
H 2.0959 1.6321 6.2475 0.41
H 2.7088 0.0259 5.8756 0.27
H 1.6151 1.2382 3.9138 -0.20
H 0.0652 0.9740 4.7702 0.38
H 0.9797 -0.6150 3.1431 -0.17
```

Properties
Total charge = -1
Gap between HOMO and LUMO = 8.25 eV
ΔE to the lowest compared entry with this formula, charge and spin = 0.0 kJ/mol
Lowest unoccupied orbital energy = 2.39 eV

***

Record 3
Entry from the OMol25 dataset: C34H94F5HfN6O18S as an isolated structure (ωB97M-V/def2-TZVPD).

Structure (XYZ):
```
159
Properties=species:S:1:pos:R:3:mulliken_charge:R:1
Hf -0.1384 -0.5177 1.2365 1.50
F 0.0437 1.7839 0.7698 0.57
F 1.6245 -0.7772 -0.2646 -1.46
C -1.2736 -3.4094 -2.3870 0.54
F -1.6435 -4.4938 -3.0889 -0.23
F 0.1203 -3.3938 -2.3799 -0.19
F -1.8524 -2.3349 -3.0123 -0.23
S -1.7776 -3.4801 -0.5562 1.75
O -3.1859 -3.3697 -0.5163 -0.92
O -1.3124 -4.7592 -0.0058 -0.85
O -1.1202 -2.3510 0.1501 -1.01
C -4.1928 -3.8390 2.9087 -0.62
O -3.8108 -2.5918 3.5189 -0.44
H -3.5031 -4.0681 2.0963 0.15
H -4.1570 -4.6316 3.6560 0.32
H -5.1808 -3.8176 2.4488 0.31
H -4.5833 -2.3405 4.0305 0.28
C -1.2645 5.7354 -0.2178 -1.24
C -0.8130 4.9416 -1.4638 0.29
C 0.7716 4.9751 -1.6250 -0.72
O 1.2172 4.2536 -2.7814 -0.30
C 2.6212 4.4212 -3.1126 -0.98
N -1.2603 3.5699 -1.3618 -0.20
H -0.9388 5.2722 0.7135 0.04
H -2.3455 5.8691 -0.1772 0.36
H -0.7724 6.7021 -0.3258 0.47
H -1.2079 5.2960 -2.4159 0.47
H 1.2669 4.6763 -0.7011 0.06
H 1.0591 6.0032 -1.8448 0.56
H 2.8170 5.4683 -3.3432 0.46
H 2.9651 3.8369 -3.9661 0.29
H 3.2416 4.1146 -2.2705 0.22
H -0.6311 3.1719 -2.0442 -0.18
H -0.8932 3.1476 -0.5209 -0.28
C -5.9479 -1.3029 0.9248 -0.87
C -6.4489 -2.0363 -0.3242 0.53
C -7.7978 -1.5166 -0.8055 -0.93
O -8.7579 -1.7321 0.2170 -0.33
C -9.9734 -0.9840 -0.0387 -0.73
N -5.4866 -2.0188 -1.3766 -0.52
H -5.8486 -0.2332 0.7407 0.26
H -4.9594 -1.6771 1.1911 -0.19
H -6.6710 -1.4808 1.7207 0.53
H -6.6606 -3.0657 -0.0351 0.27
H -8.1839 -1.9710 -1.7180 0.44
H -7.7394 -0.4387 -0.9566 0.36
H -10.2277 -1.2151 -1.0731 0.30
H -9.7748 0.0875 -0.0633 0.32
H -10.7163 -1.1857 0.7329 0.24
H -4.6961 -2.4379 -0.9080 0.31
H -5.8360 -2.7296 -2.0033 0.32
C 0.1077 0.1194 -4.8793 -1.56
C 0.2650 1.5913 -4.4043 0.67
C -1.0146 2.4218 -4.5760 -0.01
O -1.6999 2.2516 -5.9064 -0.45
C -3.0790 2.6365 -5.8214 -0.67
N 0.6079 1.5346 -3.0417 1.56
H 1.0407 -0.4196 -5.0445 0.29
H -0.3222 0.1000 -5.8807 0.53
H -0.5660 -0.4778 -4.2648 0.14
H 1.1463 1.9979 -4.9003 0.53
H -0.8519 3.4358 -4.2106 0.42
H -1.7206 2.0439 -3.8365 -0.32
H -3.5188 2.6021 -6.8181 0.31
H -3.2020 3.6557 -5.4552 0.30
H -3.6014 1.9540 -5.1510 0.23
H 0.8431 2.4898 -2.8128 -0.50
H 1.5059 1.1489 -2.7871 -0.71
C 5.1181 0.4636 -0.9841 -1.96
C 4.3031 1.2038 -1.9893 0.54
C 3.9682 0.4371 -3.2976 -0.62
O 5.1456 0.0436 -4.0313 -0.48
C 4.8724 -0.8957 -4.9939 -0.52
N 3.0529 1.5801 -1.3625 0.65
H 4.6147 -0.4512 -0.6713 0.21
H 5.2496 1.0015 -0.0452 0.53
H 6.0634 0.1532 -1.4291 0.46
H 4.7313 2.1767 -2.2307 0.73
H 3.3395 1.0292 -3.9627 0.06
H 3.4025 -0.4399 -2.9831 0.35
H 5.8079 -1.2642 -5.4147 0.32
H 4.1788 -0.6088 -5.7843 0.30
H 4.4640 -1.7799 -4.5044 0.05
H 3.3232 2.1173 -0.5510 0.31
H 2.7104 0.7434 -0.9123 -1.01
C 3.3962 -5.1535 1.4314 -1.41
C 4.1530 -3.9351 0.8755 0.10
C 3.7594 -3.6627 -0.5525 0.43
O 4.2701 -4.7937 -1.3641 -0.47
C 4.0169 -4.7032 -2.7641 -0.45
N 3.7544 -2.8277 1.7444 -0.43
H 3.7056 -6.0546 0.9019 0.42
H 2.3183 -5.0338 1.3225 0.15
H 3.6798 -5.3459 2.4661 0.44
H 5.2289 -4.1090 0.8946 0.58
H 4.0763 -2.6683 -0.8670 0.06
H 2.6813 -3.6939 -0.7102 -0.16
H 4.2716 -5.6154 -3.3037 0.30
H 4.5945 -3.8419 -3.0997 0.22
H 2.9751 -4.4383 -2.9448 0.11
H 4.2459 -3.0886 2.5873 0.31
H 4.2490 -1.9783 1.5121 -0.50
C 2.2783 -0.8887 4.6052 -1.53
C 2.5699 0.3555 3.7211 1.21
C 4.0294 0.5203 3.4793 -1.40
O 4.6326 -0.2467 2.4438 -0.19
C 5.9880 0.0487 2.3411 -1.17
N 1.9161 0.2212 2.4561 2.05
H 1.2140 -1.0911 4.7259 -0.04
H 2.6716 -0.6981 5.6037 0.64
H 2.7158 -1.7877 4.1710 0.05
H 2.2174 1.1886 4.3291 0.00
H 4.5090 0.2420 4.4177 0.52
H 4.0975 1.5850 3.2560 0.43
H 6.4544 -0.3726 1.4505 0.32
H 6.4853 -0.4545 3.1703 0.29
H 6.1705 1.1233 2.3543 0.41
H 2.6937 -0.2857 2.0583 -0.34
H 2.1188 1.1724 2.1836 -0.65
C -1.5491 0.7667 4.5009 -0.56
C -2.6850 1.8303 4.2375 -0.59
O -3.6545 1.2132 3.3993 -0.48
O -0.6640 0.7783 3.3818 0.71
H -1.9943 -0.2193 4.6341 0.29
H -0.9608 0.9072 5.4076 0.41
H -2.2237 2.6497 3.6863 0.16
H -3.0750 2.3263 5.1264 0.54
H -4.4405 1.7642 3.3872 0.25
H -0.0898 1.5281 3.5541 -0.71
C 0.4280 -3.4317 2.6560 -0.83
C -0.8073 -2.9673 3.4084 -1.20
O -1.4838 -1.8749 2.7444 -0.25
O 1.1075 -2.3720 1.9481 1.82
H 0.1010 -4.1498 1.9040 0.43
H 1.0171 -4.0381 3.3440 0.68
H -0.5137 -2.6103 4.3956 0.29
H -1.5172 -3.7862 3.5240 0.60
H -2.3745 -1.8891 3.1022 0.21
H 2.0306 -2.6143 1.8442 -0.91
C 0.7914 4.1785 3.1517 -0.17
C 2.1991 4.2549 2.4991 -0.94
O 2.4162 3.2142 1.5506 -0.35
O 0.6707 3.0438 3.9638 -0.44
H 0.0218 4.1541 2.3803 -0.23
H 0.6020 5.0421 3.7892 0.54
H 3.0371 4.3458 3.1903 0.47
H 2.2190 5.2154 1.9842 0.43
H 1.5456 3.0138 1.1991 -0.54
H 0.9500 3.3019 4.8453 0.27
C -2.2916 0.2320 -1.4211 0.49
C -2.8985 0.8495 -0.1704 -0.84
O -2.4378 0.2279 1.0388 -0.14
O -0.9030 0.0131 -1.0882 2.60
H -2.3190 0.8894 -2.2901 -0.56
H -2.7288 -0.7160 -1.7346 0.07
H -3.9836 0.7493 -0.1932 0.54
H -2.6549 1.9102 -0.1089 0.27
H -3.1050 0.4651 1.6871 -0.32
H -0.3694 0.3952 -1.7889 -1.10
```

Properties
Total charge = +1
Gap between HOMO and LUMO = 8.50 eV
Lowest unoccupied orbital energy = -2.30 eV